Molecular formula: C13H10Br2N4NiO2S
Method: DFT, ωB97M-V/def2-TZVPD

Element x y z (Å)
1 Ni -0.36 0.43 -0.69
2 Br 3.35 -0.89 2.58
3 C 1.89 0.28 2.66
4 C 1.64 0.84 3.95
5 C 0.59 1.62 4.22
6 Br 0.35 2.34 5.95
7 C -0.36 1.93 3.19
8 C -1.53 2.67 3.34
9 C -2.36 2.79 2.28
10 C -2.03 2.20 1.02
11 N -0.94 1.52 0.88
12 C -0.11 1.33 1.97
13 C 1.03 0.55 1.60
14 O 1.14 -0.02 0.45
15 H 2.37 0.60 4.74
16 H -1.72 2.98 4.37
17 H -3.30 3.29 2.31
18 H -2.72 2.25 0.18
19 N -1.84 -0.84 -0.94
20 C -2.00 -1.59 -1.84
21 N -2.28 -2.31 -2.85
22 C -1.73 -3.51 -3.03
23 N -1.26 -4.54 -3.30
24 C 1.05 -1.00 -4.65
25 S 1.52 -0.52 -2.96
26 C 1.57 -2.12 -2.12
27 O 0.29 0.25 -2.54
28 H 1.90 -1.46 -5.15
29 H 0.69 -0.11 -5.08
30 H 0.27 -1.79 -4.60
31 H 2.67 -2.38 -2.26
32 H 0.88 -2.86 -2.63
33 H 1.35 -1.93 -1.07

Output
LUMO energy (alpha / beta): -0.55 / -0.86 eV
<S²>: 2.005
spin multiplicity: 3
Kohn-Sham gap (alpha / beta): 7.602 / 7.310 eV
strongest force on any atom: 2.67 eV Å⁻¹